(1)
The following is a DFT calculation (the ωB97M-V functional and the def2-TZVPD basis) of 7 unconnected molecules or ions with the total composition C23H31Cl8N3 at a distorted geometry.

Geometry (Å):
Cl: -5.4160 -4.6391 -1.4824
C: -5.5750 -3.0694 -0.7983
C: -4.5772 -3.0220 0.4592
Cl: -4.4760 -1.5158 1.3166
H: -6.5775 -2.7263 -0.6136
H: -5.1143 -2.3617 -1.4994
H: -3.6226 -3.3105 0.0486
H: -4.8648 -3.7592 1.1756
Cl: 2.1753 5.8547 3.3731
C: 0.4613 5.1072 3.2162
C: -0.3303 5.8230 2.0932
Cl: -0.6957 7.4797 2.6850
H: 0.0278 5.2288 4.1995
H: 0.5804 4.0586 3.0183
H: -1.2974 5.4010 1.9041
H: 0.2367 5.9507 1.1879
Cl: 2.4251 -2.2589 -4.8130
C: 1.5710 -2.2853 -3.2721
C: 2.1415 -3.4284 -2.4379
Cl: 1.0826 -3.7020 -0.9247
H: 0.5408 -2.3578 -3.5344
H: 1.7034 -1.3281 -2.6554
H: 3.1493 -3.1982 -2.0560
H: 2.0956 -4.3843 -2.8900
Cl: 3.0932 6.2856 -0.2489
C: 3.8590 4.8823 0.5458
C: 3.1413 3.6559 0.2925
Cl: 3.4881 2.9759 -1.4108
H: 3.5583 5.0735 1.5603
H: 4.8594 4.9474 0.3179
H: 2.0676 3.8753 0.3596
H: 3.2069 3.0456 1.1450
N: 0.4555 1.8477 1.2645
C: 0.3114 1.7811 -0.0953
C: -0.7923 1.2231 -0.6760
C: -1.8401 0.8343 0.0899
C: -1.7498 0.9042 1.4519
C: -0.5797 1.3943 2.0000
H: 1.1199 2.1984 -0.5745
H: -0.9031 1.2106 -1.7542
H: -2.7369 0.4419 -0.3298
H: -2.5338 0.5376 2.0757
H: -0.5446 1.4555 3.0928
N: 3.4179 0.2685 2.6900
C: 2.3555 0.2993 3.4399
C: 1.7264 -0.7891 4.0576
C: 2.3456 -1.9964 3.9101
C: 3.3124 -2.1289 2.9720
C: 3.8802 -0.9722 2.4035
H: 1.9142 1.2936 3.4496
H: 0.8747 -0.6783 4.6755
H: 1.9829 -2.8642 4.3728
H: 3.8284 -3.0473 2.7144
H: 4.7868 -1.1497 1.8019
N: -2.9438 -2.2114 -2.8054
C: -2.5615 -3.4680 -2.5762
C: -1.8400 -4.2469 -3.4708
C: -1.5978 -3.7903 -4.7243
C: -2.0447 -2.5211 -5.0808
C: -2.6550 -1.7670 -4.0691
H: -2.9069 -3.8904 -1.6907
H: -1.4768 -5.2333 -3.2269
H: -0.9859 -4.4259 -5.3469
H: -1.6304 -2.0729 -5.9793
H: -2.9068 -0.7349 -4.3234

Values from the calculation:
- SMILES = c1ccncc1.c1ccncc1.c1ccncc1.ClCCCl.ClCCCl.ClCCCl.ClCCCl
- DFT total energy (eV) = -129002.0341
- energy above the lowest of the compared OMol25 structures with the same formula, charge and spin (kJ/mol) = 205.12
- orbital gap (Ha) = 0.3650



(2)
The following is a DFT calculation (the ωB97M-V functional and the def2-TZVPD basis) of a molecular structure, C23H31ClCoN3O6PS6.

Geometry (Å):
Co: 0.1755 -0.2103 0.4763
S: -6.4213 -2.9173 2.4484
C: -4.9463 -2.3350 2.0314
S: -3.6621 -2.0819 3.1557
C: -2.4581 -1.4433 2.0550
C: -2.8712 -1.3746 0.7070
S: -1.9651 -0.7760 -0.5652
S: -4.5049 -1.9172 0.4132
S: -0.9788 -0.9647 2.6432
C: 3.8761 -1.1651 0.4373
S: 2.4702 -1.2299 1.4922
O: 2.0041 0.1739 1.6482
O: 2.8992 -1.8695 2.7096
O: 1.4089 -1.9438 0.7395
H: 4.7058 -0.7824 1.0398
H: 3.6679 -0.5096 -0.4119
H: 4.0797 -2.1905 0.1066
Cl: 0.5633 -4.5271 -6.0992
C: 0.9100 -3.2300 -4.9744
C: 2.2276 -2.9348 -4.6652
C: 2.4954 -1.8981 -3.7806
C: 1.4627 -1.1840 -3.1854
C: 0.1495 -1.4958 -3.5139
C: -0.1356 -2.5140 -4.4170
C: 1.8064 -0.0628 -2.2273
O: 2.9387 0.4224 -2.3385
O: 0.9162 0.2756 -1.3606
H: 3.0291 -3.5077 -5.1148
H: 3.5195 -1.6303 -3.5353
H: -0.6547 -0.9325 -3.0640
H: -1.1602 -2.7585 -4.6734
O: -0.4770 1.7375 0.8743
P: -0.2035 3.1867 1.0738
N: -1.5273 4.0446 0.6145
C: -1.6063 5.5044 0.4745
C: -3.0201 5.7014 -0.0520
C: -3.8180 4.6565 0.7423
C: -2.8781 3.4446 0.8258
N: 0.1627 3.4889 2.6489
C: 0.8141 2.4556 3.5041
C: 1.1217 3.2343 4.7754
C: 1.4896 4.6304 4.2552
C: 0.5072 4.8584 3.1033
N: 0.9671 3.9259 0.1898
C: 2.3970 3.6810 0.5357
C: 3.1104 4.3857 -0.6065
C: 2.2618 4.0045 -1.8314
C: 0.8163 3.9030 -1.3071
H: -0.8356 5.8754 -0.2026
H: -1.4915 6.0278 1.4327
H: -3.0468 5.4631 -1.1186
H: -3.3793 6.7211 0.0868
H: -4.7678 4.3984 0.2748
H: -4.0297 5.0421 1.7426
H: -3.0869 2.7069 0.0522
H: -2.9525 2.9311 1.7860
H: 1.7270 2.0605 3.0565
H: 0.1437 1.6161 3.6662
H: 1.9228 2.7667 5.3476
H: 0.2316 3.2918 5.4108
H: 2.5174 4.6328 3.8860
H: 1.4024 5.4066 5.0137
H: 0.9463 5.4528 2.2984
H: -0.3813 5.3848 3.4561
H: 2.6376 2.6169 0.5384
H: 2.6340 4.0977 1.5176
H: 4.1516 4.0722 -0.6983
H: 3.0852 5.4658 -0.4376
H: 2.5764 3.0343 -2.2090
H: 2.3437 4.7334 -2.6380
H: 0.3461 2.9804 -1.6522
H: 0.2013 4.7459 -1.6268

Values from the calculation:
- spin multiplicity = 5
- DFT total energy (eV) = -165567.3768
- net charge = -1
- orbital gap (alpha / beta) (Ha) = 0.2528 / 0.2553
- <S²> = 6.0285



(3)
The following is a DFT calculation (the ωB97M-V functional and the def2-TZVPD basis) of C23H31ClN4O3 in the gas phase.

Geometry (Å):
C: -1.4641 -0.0747 5.7888
H: -1.9135 0.6774 6.4336
H: -2.0954 -0.9597 5.8051
H: -0.4922 -0.3413 6.1977
C: -1.3168 0.4488 4.3594
C: -0.7085 -0.6455 3.4797
H: -0.5808 -0.2929 2.4585
H: -1.3566 -1.5186 3.4603
H: 0.2633 -0.9493 3.8624
C: -2.6869 0.8595 3.8115
C: -2.6141 1.4507 2.4180
O: -3.4742 1.2297 1.5868
C: -1.4550 2.2984 2.1502
C: -0.4139 2.3957 3.0399
O: 0.6551 3.1145 2.7825
H: 0.5233 3.5165 1.8533
C: -0.4170 1.6909 4.3585
H: 0.6123 1.4353 4.6185
H: -0.7735 2.3992 5.1142
C: -1.3891 2.9570 0.8658
N: -0.3772 3.6645 0.5378
C: -0.2463 4.2096 -0.7847
H: -0.7499 5.1812 -0.8392
H: 0.8235 4.3902 -0.9330
C: -0.8023 3.2942 -1.9042
N: -0.7284 1.9090 -1.5060
C: -1.6519 1.0124 -2.1606
C: -1.7042 -0.2926 -1.3707
N: -0.3779 -0.8900 -1.3402
C: -0.3482 -2.1887 -0.6936
C: 0.8664 -3.0034 -1.1416
O: 1.3662 -3.8651 -0.4548
N: 1.2569 -2.6495 -2.3935
C: 2.2934 -3.1474 -3.1767
C: 2.5183 -2.5557 -4.4196
C: 3.5261 -3.0126 -5.2450
C: 4.3195 -4.0700 -4.8284
C: 4.1092 -4.6671 -3.5959
C: 3.0997 -4.2089 -2.7712
H: 2.9292 -4.6669 -1.8113
H: 4.7325 -5.4893 -3.2819
Cl: 5.5827 -4.6471 -5.8601
H: 3.6969 -2.5538 -6.2061
H: 1.8957 -1.7325 -4.7396
H: 0.7284 -1.8663 -2.7706
H: -0.3457 -2.1300 0.4053
H: -1.2354 -2.7557 -0.9924
C: 0.5636 0.0298 -0.7215
C: 0.5996 1.3415 -1.4982
H: 1.2829 2.0309 -1.0011
H: 0.9693 1.1562 -2.5241
H: 1.5550 -0.4296 -0.7146
H: 0.2736 0.2501 0.3200
H: -2.3898 -0.9890 -1.8588
H: -2.0803 -0.0765 -0.3589
H: -2.6469 1.4611 -2.1708
H: -1.3503 0.8001 -3.2030
H: -1.8540 3.5320 -2.0787
H: -0.2506 3.5042 -2.8358
H: -2.2549 2.7967 0.2271
H: -3.3710 0.0092 3.7906
H: -3.1261 1.6234 4.4606

Values from the calculation:
- SMILES = CC1(C)CC(=O)C(/C=N/CCN2CCN(CC(=O)Nc3ccc(Cl)cc3)CC2)=C(O)C1
- DFT total energy (eV) = -48980.5162
- energy above the lowest of the compared OMol25 structures with the same formula, charge and spin (kJ/mol) = 59.25
- orbital gap (Ha) = 0.3260



(4)
The following is a DFT calculation (the ωB97M-V functional and the def2-TZVPD basis) of a molecular structure, C23H31F3GeSi2V.

Geometry (Å):
V: -0.3785 0.5597 0.0168
C: 3.0794 0.1788 -1.2409
Si: 1.8249 -0.5915 -0.0332
C: 1.9614 -2.4538 -0.3849
C: 2.6246 -0.3686 1.6814
C: 4.0019 -0.4889 1.9022
C: 4.5527 -0.2875 3.1602
C: 3.7223 0.0276 4.2316
C: 2.3526 0.1343 4.0321
C: 1.7850 -0.0534 2.7660
Si: -0.0778 0.0301 2.3878
C: -0.8136 1.3006 3.5833
C: -0.7513 -1.6263 3.0222
H: 4.0170 -0.3879 -1.2728
H: 3.3026 1.2016 -0.9248
H: 2.6843 0.2252 -2.2608
H: 2.9684 -2.8190 -0.1532
H: 1.7495 -2.6775 -1.4361
H: 1.2510 -3.0210 0.2250
H: 4.6632 -0.7310 1.0738
H: 5.6245 -0.3684 3.3072
H: 4.1457 0.1909 5.2169
H: 1.7169 0.3775 4.8797
H: -0.5027 1.1228 4.6194
H: -1.9070 1.2454 3.5494
H: -0.5178 2.3147 3.3019
H: -0.3849 -1.8324 4.0339
H: -0.4375 -2.4521 2.3761
H: -1.8458 -1.6185 3.0468
C: -4.4442 -0.4296 -2.3541
Ge: -2.5997 -0.5401 -1.7203
C: -1.9175 -2.2972 -2.2311
C: -1.5618 0.7955 -2.7433
C: -2.3225 -0.1864 0.1725
H: -4.4834 -0.6781 -3.4173
H: -4.8479 0.5744 -2.2134
H: -5.0734 -1.1307 -1.8042
H: -2.0645 -2.4642 -3.3007
H: -2.4453 -3.0770 -1.6789
H: -0.8532 -2.3848 -2.0051
H: -1.7912 0.7142 -3.8074
H: -0.4791 0.6473 -2.6386
H: -1.7944 1.8136 -2.4206
H: -2.5330 -1.0999 0.7336
H: -3.0509 0.5720 0.4876
F: 6.1830 6.8898 2.3367
C: 4.9850 7.3964 1.9647
F: 5.2218 8.2451 0.9434
F: 4.5528 8.1451 3.0052
C: 4.0052 6.3210 1.5987
C: 3.5923 6.1514 0.2886
C: 2.6939 5.1412 -0.0248
C: 2.2062 4.2869 0.9625
C: 2.6462 4.4618 2.2808
C: 3.5334 5.4743 2.5955
C: 1.2829 3.2381 0.6419
C: 0.5575 2.2775 0.4322
H: 3.9667 6.8047 -0.4874
H: 2.3624 5.0020 -1.0449
H: 2.2870 3.7830 3.0435
H: 3.8649 5.6051 3.6185

Values from the calculation:
- spin multiplicity = 3
- DFT total energy (eV) = -130465.1734
- net charge = -1
- orbital gap (alpha / beta) (Ha) = 0.2572 / 0.2336
- <S²> = 2.0629



(5)
The following is a DFT calculation (the ωB97M-V functional and the def2-TZVPD basis) of a molecular structure, C23H31HfNO2P2 at a distorted geometry.

Geometry (Å):
C: -1.4687 3.4225 -3.6746
C: -1.3456 2.0520 -3.4908
C: -0.0929 1.4112 -3.7661
C: 0.9991 2.2280 -4.2350
C: 0.8231 3.6166 -4.4263
C: -0.3871 4.2058 -4.1321
C: 2.2468 1.6283 -4.3850
C: 2.3978 0.2545 -4.1967
C: 1.2600 -0.5147 -3.7572
C: 1.4292 -1.9175 -3.4887
C: 2.6962 -2.4760 -3.5773
C: 3.8087 -1.7169 -4.0052
C: 3.6568 -0.3780 -4.3199
H: -2.4239 3.9048 -3.4439
H: 1.6813 4.2014 -4.7707
H: -0.5213 5.2785 -4.2666
H: 3.1093 2.2235 -4.6603
H: 2.8404 -3.5284 -3.3032
H: 4.7884 -2.1964 -4.0911
H: 4.5045 0.2341 -4.6506
N: 0.1218 0.1246 -3.3981
Hf: -0.1229 -0.1933 -0.1044
C: -2.4504 1.2439 -2.8638
H: -2.4593 0.2228 -3.2725
H: -3.4366 1.7105 -2.9781
C: 0.2644 -2.7292 -2.9684
H: -0.6859 -2.4307 -3.4362
H: 0.4114 -3.8055 -3.1260
P: -2.1608 1.0672 -1.0594
P: 0.1024 -2.4848 -1.1450
C: 1.3772 -3.5334 -0.3826
H: 1.2384 -3.5339 0.7107
H: 1.2862 -4.5633 -0.7622
H: 2.3833 -3.1410 -0.5874
C: -1.4386 -3.3579 -0.7329
H: -1.3239 -4.4226 -0.9799
H: -1.6622 -3.2404 0.3405
H: -2.2726 -2.9261 -1.3077
C: -2.4613 2.7429 -0.4138
H: -3.4226 3.1195 -0.7947
H: -2.4796 2.7255 0.6853
H: -1.6479 3.4190 -0.7031
C: -3.6971 0.2404 -0.5288
H: -3.7247 0.0961 0.5609
H: -4.5445 0.8633 -0.8571
H: -3.7581 -0.7551 -0.9875
C: 1.9698 -0.2339 0.5176
O: 3.1134 -0.2072 0.7434
H: 1.1025 0.9921 -0.7396
C: -0.0348 0.5551 3.6123
C: -1.2305 -0.2052 3.0390
C: -2.6041 0.4095 3.2619
O: -0.9846 -0.4009 1.6339
H: 0.1654 1.4864 3.0455
H: 0.8663 -0.0705 3.4920
H: -0.1930 0.8052 4.6788
H: -1.2442 -1.1817 3.5423
H: -2.7683 1.3014 2.6363
H: -3.3885 -0.3235 3.0221
H: -2.7204 0.7062 4.3151

Values from the calculation:
- DFT total energy (eV) = -49810.2429
- energy above the lowest of the compared OMol25 structures with the same formula, charge and spin (kJ/mol) = 0.00
- net charge = +2
- orbital gap (Ha) = 0.1969



(6)
The following is a DFT calculation (the ωB97M-V functional and the def2-TZVPD basis) of a molecular structure, C23H31N5OPPbS2 at a distorted geometry.

Geometry (Å):
Pb: 0.9645 -0.0476 -0.0267
C: -4.4864 -1.7097 0.7458
C: -3.8435 -0.8324 -0.2384
N: -4.4098 -0.2384 -1.2285
N: -3.4690 0.4576 -1.8814
C: -2.2683 0.3135 -1.3115
S: -0.8086 0.9769 -1.8082
N: -2.4763 -0.5145 -0.2403
N: -1.4727 -0.8856 0.6521
H: -5.5500 -1.7710 0.5274
H: -4.3590 -1.3223 1.7552
H: -4.0700 -2.7149 0.7087
H: -3.7177 1.0249 -2.6814
H: -1.6798 -0.5446 1.5942
H: -1.3836 -1.9004 0.7128
O: 1.1370 -1.4620 1.9864
S: 2.3913 -2.3563 2.1584
C: 1.8958 -3.6931 3.3119
C: 3.0428 -3.7891 4.3007
C: 3.3781 -2.3577 4.7020
C: 3.4486 -1.5375 3.4191
H: 1.7510 -4.6060 2.7400
H: 0.9639 -3.3860 3.7839
H: 3.9026 -4.2712 3.8313
H: 2.7539 -4.3886 5.1642
H: 4.3271 -2.3122 5.2324
H: 2.6030 -1.9645 5.3608
H: 4.4484 -1.5369 2.9884
H: 3.1141 -0.5116 3.5423
C: 1.5358 -2.1921 -1.8803
C: 0.6709 -2.0048 -2.9537
C: -0.6605 -2.5223 -2.9245
C: -1.4901 -2.3864 -4.0007
C: -1.0371 -1.7116 -5.1552
C: 0.2743 -1.2043 -5.2191
C: 1.1012 -1.3298 -4.1353
C: -1.9325 -1.5179 -6.2325
N: -2.6858 -1.3319 -7.0763
H: 2.5817 -1.9532 -1.9973
H: 1.2905 -2.9134 -1.1159
H: -0.9948 -3.0554 -2.0475
H: -2.4943 -2.7878 -3.9889
H: 0.6116 -0.7134 -6.1204
H: 2.1089 -0.9457 -4.1826
C: -0.2361 2.4083 2.7498
P: 0.8144 2.4797 1.2585
C: 2.3896 3.1793 1.8538
C: 0.1364 3.6395 0.0502
C: 1.0045 4.2051 -0.8897
C: 0.5171 5.0881 -1.8332
C: -0.8417 5.3831 -1.8738
C: -1.7050 4.8182 -0.9416
C: -1.2278 3.9320 0.0050
H: -0.2314 3.3828 3.2408
H: 0.1767 1.6704 3.4375
H: -1.2615 2.1387 2.5116
H: 2.1992 4.2069 2.1676
H: 3.1487 3.1880 1.0771
H: 2.7518 2.6108 2.7094
H: 2.0583 3.9702 -0.8786
H: 1.1911 5.5423 -2.5422
H: -1.2269 6.0460 -2.6351
H: -2.7540 5.0681 -0.9570
H: -1.9102 3.4936 0.7180

Values from the calculation:
- DFT total energy (eV) = -70031.7828
- energy above the lowest of the compared OMol25 structures with the same formula, charge and spin (kJ/mol) = 31.12
- net charge = +3
- orbital gap (Ha) = 0.1897



(7)
The following is a DFT calculation (the ωB97M-V functional and the def2-TZVPD basis) of a molecular structure, C23H32BN9O2Sn at a distorted geometry.

Geometry (Å):
Sn: 1.0046 -0.5872 -0.8466
C: 0.4625 -4.0195 -2.7381
C: -0.7133 -3.5841 -1.9279
C: -1.9484 -4.3028 -1.7279
C: -2.6686 -3.4534 -0.8941
C: -4.0049 -3.6665 -0.2783
N: -1.9614 -2.3486 -0.6059
N: -0.7033 -2.4267 -1.3084
B: -2.1715 -1.0766 0.2670
N: -2.1405 0.2161 -0.5893
N: -1.1305 0.2513 -1.5728
C: -1.4701 1.2305 -2.4412
C: -0.7846 1.4590 -3.7431
C: -2.6496 1.9006 -1.9955
C: -2.9877 1.2354 -0.8085
C: -4.0923 1.5041 0.1388
N: -1.1679 -0.9994 1.4768
N: 0.1424 -1.4195 1.2101
C: 0.6901 -1.7351 2.4057
C: 1.9896 -2.4603 2.5348
C: -0.1630 -1.3515 3.4659
C: -1.3096 -0.8537 2.8119
C: -2.5312 -0.2519 3.3848
H: 0.1748 -4.9337 -3.2991
H: 1.3575 -4.2322 -2.1017
H: 0.7314 -3.2350 -3.4732
H: -2.2158 -5.2776 -2.1088
H: -4.4028 -4.6178 -0.7005
H: -4.7350 -2.8311 -0.5334
H: -3.9321 -3.7611 0.8293
H: -3.3165 -1.1506 0.7474
H: 0.1058 0.8052 -3.8452
H: -0.4715 2.5254 -3.8527
H: -1.4782 1.2514 -4.5993
H: -3.2060 2.6702 -2.5074
H: -4.8882 2.0820 -0.4149
H: -3.7352 2.1479 0.9927
H: -4.5587 0.5520 0.5044
H: 2.4609 -2.5818 1.5354
H: 1.8238 -3.4572 2.9959
H: 2.6446 -1.8877 3.2237
H: 0.0373 -1.4306 4.5182
H: -2.4369 -0.2901 4.4971
H: -3.4087 -0.8677 3.1228
H: -2.6660 0.8156 3.0409
O: 0.1047 3.4122 0.3120
C: 0.8603 3.0923 -0.6142
C: 1.4135 4.1283 -1.6129
C: 2.4066 3.3447 -2.4552
C: 2.1702 1.8969 -1.9582
O: 2.7050 0.8998 -2.5074
N: 1.3188 1.8151 -0.8995
H: 1.8783 4.9762 -1.0730
H: 0.5692 4.5349 -2.2261
H: 3.4377 3.6468 -2.2886
H: 2.1899 3.3876 -3.5353
C: 4.1451 3.0830 2.7960
N: 3.8514 1.7923 2.1552
C: 4.8360 0.8227 1.9030
C: 4.1914 -0.1167 1.1773
N: 2.8197 0.2410 1.0116
C: 2.6676 1.4141 1.5733
H: 4.5950 2.9116 3.7937
H: 3.2084 3.6600 2.9068
H: 4.8605 3.6654 2.1622
H: 5.8498 0.8650 2.2514
H: 4.5919 -1.0408 0.7867
H: 1.7538 2.0118 1.5518

Values from the calculation:
- DFT total energy (eV) = -48387.1237
- energy above the lowest of the compared OMol25 structures with the same formula, charge and spin (kJ/mol) = 0.00
- orbital gap (Ha) = 0.3072